C3H8BNO5PS | ωB97M-V with the def2-TZVPD basis set

```
! RIJCOSX wB97M-V def2-TZVPD def2/J DEFGRID3
* xyz -1 1
S -3.00 -1.29 0.71
P -0.05 -1.74 -0.43
O -0.94 0.01 -2.33
O 0.09 1.97 1.30
O -1.22 1.90 -1.14
O 1.65 0.16 1.29
O 1.25 -1.72 -1.15
N -1.89 -0.03 0.86
C -0.64 -0.08 0.05
C 2.73 0.49 0.43
C -0.94 0.69 -1.28
B 0.44 0.71 0.91
H -3.22 -1.33 -0.63
H -1.03 -2.32 -1.25
H -2.34 0.87 0.75
H -0.09 2.54 0.54
H 0.09 -2.53 0.74
H 3.08 1.52 0.59
H 3.55 -0.19 0.66
H 2.47 0.37 -0.62
*
```

Maximum force in eV/Å: 1.236
HOMO in eV: -4.93
SMILES: COB(O)[C@](NS)([PH2]=O)C(=O)[O-]
ΔE to the lowest compared entry with this formula, charge and spin in kJ/mol: 226.6

Atomic partial charges in e from the natural (NBO) method, atoms 1 to 8:
1. S 0.139
2. P 1.552
3. O -0.732
4. O -0.944
5. O -0.790
6. O -0.758
7. O -1.136
8. N -0.752